--- a ---
ORCA calculation (ωB97M-V/def2-TZVPD) on a cluster of 2 separate species, C16H27N3O3S in total.

ORCA input file:
```
! RIJCOSX wB97M-V def2-TZVPD def2/J DEFGRID3
* xyz 0 1
C -3.16225 -0.79127 1.98397
C -3.59523 -1.63871 1.02105
C -2.77092 -2.61354 0.35521
H -3.34846 -3.71276 0.46295
H -1.88994 -2.91574 0.62329
S -2.86668 -2.58093 -1.39519
C -1.95045 -1.18782 -1.34557
N -1.57948 -0.35126 -2.69183
N -0.84750 0.68079 -2.24038
C -0.63920 0.50999 -0.87211
O -1.38909 -0.33431 -0.37102
C 0.03571 1.46725 -0.01922
N 1.56458 0.93700 -0.30925
C 2.11979 0.01885 0.22137
O 1.57912 -0.83545 0.85330
O 3.20916 -0.25414 -0.30002
C 4.14761 -1.53820 -0.09174
C 4.46896 -1.45043 1.41315
H 5.30104 -2.10825 1.45032
H 3.59616 -1.48441 2.07167
H 4.94166 -0.46440 1.51221
C 3.26347 -2.56445 -0.38209
H 2.50257 -2.68874 0.14873
H 2.99851 -2.55388 -1.40243
H 4.04429 -3.34008 -0.66043
C 5.42622 -1.14417 -1.03645
H 6.05176 -2.17137 -0.89072
H 5.08542 -0.96017 -2.10349
H 5.75390 -0.26922 -0.65404
H 1.96495 1.51636 -0.94734
H -0.03667 1.07936 1.03565
C -0.18247 2.85547 -0.05900
C -0.00988 3.52135 -1.31224
H 0.97041 3.35574 -1.69228
H -0.42344 4.44440 -1.31634
H -0.58473 3.11684 -2.01216
C -1.46894 3.21076 0.56339
C -2.72741 2.63799 0.31776
H -2.75164 2.89540 -0.99287
H -3.74191 3.16320 0.59347
H -2.68877 1.46224 0.33454
H -1.60581 2.92740 2.00946
H -1.69346 4.24908 0.79169
H 0.57856 3.19073 0.72123
C -5.29132 -1.51987 0.53927
H -5.54096 -0.80780 1.06472
H -5.18322 -1.59615 -0.42861
H -5.55681 -2.65108 0.93771
H -3.77139 0.06906 2.27118
H -2.30584 -0.78064 2.22956
*
```

Results
highest occupied orbital energy	-7.7	eV
Kohn-Sham gap	8.089	eV

From a natural (NBO) analysis of the wavefunction, the atomic charges in e read: C -0.37; C 0.04; C -0.59; H 0.22; H 0.24; S 0.42; C 0.10; N -0.23; N -0.30; C 0.44; O -0.38; C -0.06; N -0.56; C 0.83; O -0.75; O -0.58; C 0.38; C -0.67; H 0.21; H 0.26; H 0.21; C -0.67; H 0.25; H 0.22; H 0.21; C -0.61; H 0.21; H 0.23; H 0.22; H 0.39; H 0.27; C -0.30; C -0.61; H 0.21; H 0.22; H 0.24; C -0.31; C -0.62; H 0.15; H 0.25; H 0.22; H 0.10; H 0.23; H 0.24; C -0.54; H 0.18; H 0.21; H 0.19; H 0.19; H 0.16

---

--- b ---
ORCA calculation (ωB97M-V/def2-TZVPD) on an isolated molecule of C16H27N3O3S.

ORCA input file:
```
! RIJCOSX wB97M-V def2-TZVPD def2/J DEFGRID3
* xyz 0 1
C -2.57702 -1.90745 1.43813
C -3.78961 -2.01033 0.91575
C -4.73650 -0.85265 0.91052
H -4.36571 -0.00922 1.49022
H -5.72536 -1.14236 1.26592
S -5.06370 -0.25469 -0.80604
C -3.49543 0.32771 -1.21324
N -3.04444 0.57686 -2.40280
N -1.78763 1.03912 -2.24520
C -1.53090 1.04862 -0.98028
O -2.58533 0.60957 -0.25192
C -0.25971 1.45345 -0.31732
N 0.84514 0.76503 -0.93891
C 1.57166 -0.17183 -0.27608
O 1.43053 -0.41821 0.89860
O 2.45455 -0.72699 -1.11581
C 3.40753 -1.70932 -0.63785
C 4.30379 -1.09536 0.43712
H 5.07292 -1.80733 0.72274
H 3.71646 -0.83858 1.31425
H 4.77985 -0.19430 0.05614
C 2.67594 -2.94128 -0.10633
H 3.39748 -3.70591 0.16731
H 2.08891 -2.67889 0.76939
H 2.01160 -3.33895 -0.87070
C 4.22535 -2.06464 -1.87979
H 4.71714 -1.17696 -2.26841
H 4.97721 -2.80686 -1.62921
H 3.57415 -2.46402 -2.65258
H 0.95293 0.84736 -1.93733
H -0.29309 1.12189 0.72556
C -0.08710 2.98606 -0.38705
C -1.25508 3.67257 0.31768
H -1.09508 4.74741 0.34733
H -1.36380 3.30977 1.33681
H -2.18630 3.48620 -0.21312
C 1.27166 3.41906 0.17977
C 1.51060 3.04144 1.63779
H 0.74651 3.46391 2.28471
H 2.47449 3.42919 1.95967
H 1.52511 1.96263 1.76557
H 2.05899 2.97356 -0.43125
H 1.34620 4.50378 0.07320
H -0.11109 3.26346 -1.44712
C -4.31187 -3.26384 0.28620
H -4.63866 -3.06623 -0.73427
H -3.54941 -4.03695 0.26934
H -5.17317 -3.63131 0.84376
H -1.89210 -2.73754 1.44292
H -2.21857 -0.99662 1.88624
*
```

Results
highest occupied orbital energy	-8.8	eV
Kohn-Sham gap	9.402	eV

From a natural (NBO) analysis of the wavefunction, the atomic charges in e read: C -0.38; C -0.01; C -0.53; H 0.24; H 0.24; S 0.29; C 0.27; N -0.30; N -0.30; C 0.46; O -0.42; C -0.11; N -0.62; C 0.91; O -0.67; O -0.53; C 0.27; C -0.65; H 0.21; H 0.24; H 0.21; C -0.64; H 0.21; H 0.24; H 0.21; C -0.61; H 0.21; H 0.21; H 0.22; H 0.42; H 0.26; C -0.20; C -0.62; H 0.22; H 0.20; H 0.21; C -0.39; C -0.63; H 0.20; H 0.21; H 0.22; H 0.21; H 0.20; H 0.21; C -0.65; H 0.23; H 0.22; H 0.21; H 0.20; H 0.20

---

The least stable of them is a.

---

--- a ---
ORCA calculation (ωB97M-V/def2-TZVPD) on a cluster of 10 separate species, C40H80O10 in total.

ORCA input file:
```
! RIJCOSX wB97M-V def2-TZVPD def2/J DEFGRID3
* xyz 0 1
C 11.89715 -16.53657 5.92553
C 11.09726 -17.24795 7.02531
C 11.22608 -16.29798 8.20717
O 11.69947 -15.03694 7.72174
C 12.47391 -15.25390 6.53822
H 11.26617 -16.24048 5.08872
H 12.66244 -17.20477 5.52416
H 11.41807 -18.26674 7.21669
H 10.03225 -17.22712 6.78505
H 12.00898 -16.62061 8.90523
H 10.29196 -16.14665 8.74143
H 13.55028 -15.24748 6.74054
H 12.33096 -14.42697 5.83983
C 13.37637 -13.63692 1.09072
C 12.10592 -12.75945 0.98133
C 11.16604 -13.36633 1.99341
O 12.03034 -13.84563 2.99766
C 13.13409 -14.49637 2.37353
H 14.24309 -12.97870 1.13560
H 13.41616 -14.24872 0.18877
H 11.82470 -12.71311 -0.07051
H 12.36620 -11.75532 1.31410
H 10.38259 -14.11103 1.79968
H 10.59038 -12.52463 2.40281
H 13.00007 -15.54992 2.11820
H 14.04980 -14.43897 2.96519
C 14.06608 -11.18481 4.24661
C 13.07893 -10.13014 3.74193
C 13.20622 -9.04081 4.78423
O 14.55634 -9.13936 5.29975
C 15.19592 -10.30338 4.77985
H 14.38637 -11.89939 3.48619
H 13.60932 -11.78070 5.04083
H 12.04899 -10.49001 3.71134
H 13.37841 -9.83974 2.73150
H 12.50297 -9.20631 5.60218
H 13.15829 -8.02302 4.39966
H 15.79381 -10.78207 5.55402
H 15.83899 -9.99770 3.94707
C 18.38801 -12.47271 1.47793
C 17.01052 -12.05076 1.95881
C 16.54784 -11.07717 0.86121
O 17.72087 -10.47041 0.37121
C 18.80950 -11.41934 0.41758
H 18.51062 -13.47899 1.08137
H 19.12433 -12.33159 2.27139
H 17.18517 -11.52418 2.89373
H 16.33310 -12.90163 1.99078
H 15.82608 -10.34030 1.21684
H 16.03713 -11.63347 0.06188
H 19.71429 -10.89046 0.70998
H 18.89869 -11.78762 -0.60505
C 16.92582 -15.97415 -0.55546
C 18.14520 -16.30521 -1.40455
C 18.62511 -14.89707 -1.80843
O 17.60227 -13.96993 -1.53728
C 16.41578 -14.67200 -1.13365
H 17.28736 -15.92532 0.47876
H 16.13615 -16.72668 -0.51955
H 17.83529 -16.91562 -2.25691
H 18.95662 -16.83093 -0.90668
H 18.92941 -14.87100 -2.86012
H 19.52877 -14.66506 -1.23369
H 15.86601 -14.86688 -2.06438
H 15.75736 -14.05914 -0.52298
C 14.15172 -19.38474 2.37001
C 13.18494 -19.52714 1.18299
C 12.99331 -18.09244 0.73340
O 14.30662 -17.56569 0.87869
C 15.06055 -18.24795 1.89406
H 14.68328 -20.32493 2.52381
H 13.69750 -19.13513 3.32735
H 12.26247 -20.05067 1.45296
H 13.58818 -20.17685 0.40462
H 12.28432 -17.52866 1.35684
H 12.67545 -17.88053 -0.28900
H 15.18383 -17.52395 2.70560
H 16.01115 -18.49596 1.42518
C 11.72031 -8.92639 -0.36420
C 10.35669 -9.15942 -0.99747
C 9.47151 -8.83405 0.19071
O 10.07958 -7.75300 0.90912
C 11.46718 -7.68704 0.54221
H 12.50427 -8.73380 -1.09821
H 12.01129 -9.75794 0.27955
H 10.24060 -10.19166 -1.32128
H 10.23941 -8.40389 -1.77575
H 9.46179 -9.69603 0.86012
H 8.50702 -8.49838 -0.19136
H 12.05813 -7.90812 1.43418
H 11.77037 -6.77115 0.04053
C 9.96975 -18.22304 2.90304
C 9.17273 -17.49051 1.82213
C 8.05474 -18.49831 1.66080
O 7.68276 -18.81415 2.99245
C 8.85963 -18.80765 3.80980
H 10.64929 -17.55004 3.42930
H 10.60172 -19.03516 2.53649
H 9.73522 -17.33752 0.90376
H 8.77355 -16.59511 2.29790
H 8.35548 -19.39241 1.09893
H 7.19531 -18.11716 1.10300
H 9.05915 -19.81420 4.17515
H 8.71975 -18.10670 4.63678
C 16.83012 -14.48558 5.86787
C 17.27382 -15.93597 6.07214
C 18.51890 -15.95209 5.22011
O 18.18790 -15.22114 4.05924
C 17.24636 -14.21273 4.41992
H 17.26793 -13.81894 6.60705
H 15.74241 -14.43718 5.95848
H 16.54527 -16.68663 5.76029
H 17.51075 -16.16846 7.11337
H 18.96245 -16.91339 4.93661
H 19.37136 -15.57177 5.81368
H 16.37779 -14.24866 3.76430
H 17.69062 -13.21630 4.37532
C 9.17028 -10.22977 4.94513
C 9.20726 -9.90709 3.47851
C 7.98352 -9.02347 3.36533
O 8.03952 -8.20857 4.53247
C 8.63082 -8.92899 5.60453
H 10.05270 -10.65453 5.43045
H 8.41777 -11.00638 5.12959
H 9.19631 -10.75644 2.79566
H 10.08278 -9.29644 3.23289
H 7.04844 -9.59815 3.34567
H 7.98201 -8.35663 2.50535
H 7.96164 -9.24678 6.40807
H 9.41906 -8.30291 6.02512
*
```

Results
highest occupied orbital energy	-9.3	eV
Kohn-Sham gap	9.749	eV

Mulliken population analysis, charges in e, atoms 1 to 99: C 0.60; C -0.45; C -0.53; O -0.47; C 0.14; H -0.34; H 0.12; H 0.34; H 0.07; H 0.24; H 0.34; H 0.00; H -0.08; C 0.75; C 0.52; C 0.26; O -0.50; C 1.05; H -1.19; H 0.47; H 0.63; H -0.79; H 0.18; H -0.68; H -0.76; H -0.39; C 0.67; C 0.78; C -0.47; O -0.49; C -0.37; H -0.36; H 0.06; H -0.49; H -0.33; H 0.25; H 0.28; H 0.23; H 0.23; C -0.43; C 1.01; C -0.23; O -0.54; C -0.44; H -0.08; H 0.50; H 0.06; H -0.67; H 0.11; H 0.24; H 0.31; H 0.15; C 0.36; C -0.76; C -0.51; O -0.40; C 0.33; H -0.04; H 0.05; H 0.34; H 0.29; H 0.36; H 0.29; H 0.43; H -0.57; C -0.50; C -0.67; C 0.20; O -0.41; C -0.11; H 0.37; H 0.08; H 0.40; H 0.33; H -0.34; H 0.34; H -0.01; H 0.40; C 0.37; C -0.66; C 0.01; O -0.42; C -0.25; H 0.49; H -0.67; H 0.35; H 0.32; H -0.15; H 0.33; H 0.06; H 0.34; C 0.62; C -0.26; C -0.64; O -0.46; C -0.24; H -0.31; H -0.29; H 0.30

---

--- b ---
ORCA calculation (ωB97M-V/def2-TZVPD) on a cluster of 10 separate species, C40H80O10 in total.

ORCA input file:
```
! RIJCOSX wB97M-V def2-TZVPD def2/J DEFGRID3
* xyz 0 1
C 3.54528 28.53269 24.24050
C 4.97386 28.05485 23.98130
C 4.90398 26.73835 24.74900
O 4.22146 27.14263 25.94181
C 3.24647 28.17021 25.67428
H 2.96649 28.00311 23.48377
H 3.47589 29.60393 24.05146
H 5.75414 28.70012 24.38491
H 5.21008 27.93515 22.92396
H 5.84368 26.23178 24.96914
H 4.28981 25.96438 24.28870
H 3.41463 28.94798 26.41920
H 2.28926 27.64985 25.70703
C 5.87800 37.50717 19.61164
C 6.69906 38.64461 19.01745
C 8.06250 38.14185 19.08501
O 8.09464 37.51602 20.33947
C 6.85158 36.84638 20.54549
H 5.57243 36.87034 18.78148
H 4.98770 37.85579 20.13503
H 6.64810 39.53320 19.64666
H 6.33675 38.97266 18.04317
H 8.79546 38.94759 19.04436
H 8.24358 37.44781 18.26426
H 6.47915 37.17009 21.51740
H 6.94653 35.76176 20.49359
C 3.40472 28.57695 18.10132
C 4.78525 29.01351 18.52763
C 4.76800 28.82231 20.05507
O 3.87399 27.70919 20.26859
C 3.01816 27.45442 19.11968
H 3.40553 28.22965 17.06812
H 2.73030 29.42655 18.20815
H 5.04469 30.03263 18.24091
H 5.60371 28.37699 18.19134
H 4.42439 29.74527 20.52218
H 5.74329 28.64777 20.50943
H 1.97251 27.41228 19.42456
H 3.29457 26.51098 18.64891
C 3.44905 32.71548 22.10445
C 3.25099 33.01398 20.64079
C 4.14994 34.22377 20.35618
O 5.22263 33.97419 21.24601
C 4.89995 33.05520 22.28971
H 3.09574 31.71905 22.36975
H 2.77712 33.38329 22.64355
H 2.22396 33.14014 20.29814
H 3.70723 32.17411 20.11680
H 3.65685 35.16708 20.59101
H 4.60902 34.18840 19.36820
H 5.04783 33.47810 23.28338
H 5.52570 32.17469 22.14395
C 0.55610 30.81849 14.98509
C 0.08324 31.80751 16.07491
C 1.15868 31.68341 17.14187
O 2.35259 31.34778 16.42623
C 2.06722 30.75583 15.15786
H 0.12849 31.07249 14.01517
H 0.18500 29.80502 15.13755
H -0.90566 31.54102 16.44797
H 0.02587 32.81548 15.66407
H 0.92944 30.87688 17.83834
H 1.28922 32.54781 17.79291
H 2.32219 29.69634 15.18140
H 2.62004 31.16322 14.31138
C -1.50173 31.51562 21.57174
C -0.87006 32.75134 22.05344
C -0.96542 33.68841 20.85135
O -0.64042 32.85536 19.77802
C -1.26985 31.61717 20.04056
H -2.56689 31.59503 21.78905
H -1.04176 30.64570 22.04053
H 0.18232 32.58783 22.28554
H -1.38657 33.17783 22.91333
H -0.24894 34.49052 21.02851
H -1.90991 34.21144 20.70148
H -0.47615 30.91705 19.77988
H -2.13572 31.53223 19.38391
C 0.74704 36.16046 16.66755
C 1.45105 37.49288 16.62073
C 2.67150 37.37803 17.60756
O 2.17541 36.41138 18.50452
C 1.34149 35.48654 17.85431
H 0.89067 35.48510 15.82413
H -0.31062 36.41370 16.74046
H 0.85901 38.32481 17.00216
H 1.84472 37.78900 15.64839
H 3.07453 38.24715 18.12746
H 3.52314 36.97865 17.05683
H 0.60490 35.18590 18.59940
H 1.99769 34.64788 17.62165
C 3.66422 36.91323 22.84722
C 3.29066 37.67447 24.07748
C 2.30681 38.71963 23.64717
O 1.54347 37.98231 22.72269
C 2.42475 37.17650 21.95553
H 3.91599 35.88526 23.10800
H 4.53235 37.43233 22.44104
H 4.17278 38.14282 24.51408
H 2.82037 37.02237 24.81348
H 2.69389 39.63899 23.20778
H 1.66617 39.11619 24.43484
H 2.64722 37.72506 21.04029
H 1.87385 36.32418 21.55782
C 7.05370 36.36885 24.84861
C 7.29630 35.95098 26.27967
C 8.49384 36.77362 26.70273
O 9.25582 36.85766 25.48782
C 8.39585 36.88492 24.36537
H 6.37318 37.21509 24.75444
H 6.63334 35.53462 24.28694
H 7.63639 34.91539 26.28227
H 6.39462 36.10842 26.87151
H 9.03260 36.35020 27.55041
H 8.18723 37.78164 26.98203
H 8.86220 36.29590 23.57564
H 8.17760 37.88224 23.98352
C 9.02698 30.23616 25.05834
C 8.88246 29.95580 26.52565
C 7.34196 29.78605 26.70897
O 6.81237 30.56762 25.65461
C 7.80259 31.08867 24.76694
H 8.94120 29.33299 24.45418
H 9.90810 30.81287 24.77703
H 9.22506 30.81806 27.09769
H 9.44250 29.11208 26.92890
H 6.99994 30.15386 27.67636
H 7.01309 28.74965 26.63278
H 7.96196 32.11939 25.08372
H 7.62244 30.99646 23.69590
*
```

Results
highest occupied orbital energy	-9.2	eV
Kohn-Sham gap	9.745	eV

Mulliken population analysis, charges in e, atoms 1 to 99: C -0.20; C 0.63; C -0.67; O -0.45; C -0.39; H 0.30; H -0.08; H -0.44; H 0.07; H 0.33; H 0.32; H 0.32; H 0.25; C 0.44; C -0.72; C -0.56; O -0.47; C 0.46; H -0.07; H -0.23; H 0.30; H 0.37; H 0.40; H 0.26; H -0.32; H 0.24; C 0.45; C -0.96; C 0.16; O -0.46; C -0.58; H 0.40; H -0.60; H 0.41; H 0.34; H -0.24; H 0.43; H 0.30; H 0.25; C -0.44; C 0.71; C 0.14; O -0.44; C -0.53; H 0.31; H 0.42; H -0.24; H -0.24; H -0.42; H 0.30; H 0.15; H 0.27; C -0.73; C -0.36; C 0.71; O -0.40; C -0.32; H 0.42; H 0.24; H 0.35; H 0.13; H -0.18; H -0.22; H 0.15; H 0.32; C -0.69; C -0.09; C -0.08; O -0.23; C -0.28; H 0.27; H 0.36; H -0.17; H 0.42; H -0.17; H 0.37; H -0.01; H 0.35; C -0.59; C -0.74; C -0.55; O -0.11; C 0.06; H 0.32; H 0.24; H 0.30; H 0.37; H 0.39; H 0.26; H -0.08; H 0.14; C 1.15; C -0.49; C -0.71; O -0.52; C 0.13; H -0.30; H -0.42; H 0.22

---

The least stable of them is b.